1.
C10H78FInNO32 as an isolated structure. Source: the OMol25 dataset; level of theory: the ωB97M-V functional and the def2-TZVPD basis.

Properties
**LUMO energy**: 0.63 eV
**Strongest force on any atom**: 2.000 eV Å⁻¹
**Frontier orbital gap**: 4.86 eV
**HOMO**: -0.155 Ha

The geometry in ORCA input format:
```
! RIJCOSX wB97M-V def2-TZVPD def2/J DEFGRID3
* xyz -1 1
C -1.651 5.437 0.185
C -3.003 5.415 0.202
In -4.079 3.509 0.788
C -5.650 3.012 -0.726
C -7.062 3.338 -0.254
C -7.974 2.100 -0.275
F -7.669 4.333 -1.070
C -2.508 1.919 0.791
C -2.463 0.858 1.684
C -1.431 -0.035 1.583
N -0.436 0.009 0.707
C -0.515 1.020 -0.157
C -1.490 1.972 -0.164
H -1.068 5.670 -0.720
H -1.055 5.160 1.056
H -3.540 6.319 -0.116
H -4.732 3.712 2.431
H -5.553 1.951 -0.961
H -5.383 3.547 -1.637
H -7.017 3.671 0.784
H -7.513 1.292 -0.839
H -8.905 2.326 -0.804
H -8.243 1.732 0.713
H -3.225 0.728 2.434
H -1.401 -0.845 2.307
H 0.278 1.105 -0.899
H -1.483 2.778 -0.884
O -3.259 4.016 4.541
H -3.032 3.371 5.219
H -4.000 4.509 4.904
O 1.943 2.776 -1.848
H 2.480 3.193 -2.529
H 2.058 3.337 -1.074
O 1.751 -2.538 0.710
H 2.604 -2.331 1.110
H 1.248 -1.711 0.775
O 4.866 -2.557 1.624
H 5.805 -2.424 1.446
H 4.785 -3.514 1.770
O 5.739 -4.853 2.858
H 6.680 -4.725 2.688
H 5.650 -5.803 2.990
O -9.206 4.196 1.915
H -9.048 5.116 2.167
H -8.913 4.159 0.999
O -2.923 -2.623 1.408
H -2.033 -2.809 1.100
H -3.471 -2.843 0.652
O 8.276 -4.035 4.105
H 8.504 -4.679 4.782
H 7.554 -3.524 4.500
O -3.258 -0.855 -1.809
H -2.700 -0.449 -2.488
H -3.160 -0.270 -1.045
O 6.846 -2.193 -0.523
H 6.954 -1.245 -0.677
H 6.090 -2.430 -1.067
O -4.556 -2.256 -3.867
H -5.347 -2.801 -3.917
H -4.477 -2.030 -2.927
O -7.472 6.440 2.384
H -7.316 7.356 2.634
H -7.149 6.381 1.477
O 7.548 -1.127 -3.210
H 8.447 -0.826 -3.377
H 7.557 -2.042 -3.500
O -1.161 -3.218 3.783
H -0.263 -3.407 3.491
H -1.713 -3.437 3.020
O -2.523 1.081 4.764
H -1.587 1.207 4.573
H -2.608 0.132 4.905
O -5.235 0.250 -5.991
H -5.004 -0.385 -5.298
H -5.967 0.751 -5.615
O 6.086 -7.179 1.086
H 6.964 -7.400 0.760
H 5.501 -7.395 0.351
O 10.267 -2.252 -3.721
H 11.206 -2.111 -3.877
H 10.189 -3.200 -3.577
O 7.195 1.188 0.473
H 7.443 0.827 1.330
H 6.243 1.319 0.539
O 2.062 0.727 2.653
H 2.943 0.509 2.334
H 1.479 0.497 1.916
O 5.726 -7.541 -2.022
H 5.835 -6.590 -2.166
H 4.951 -7.762 -2.550
O 5.069 -10.445 -1.723
H 5.182 -9.499 -1.868
H 4.294 -10.684 -2.243
O 6.537 -1.294 4.145
H 7.424 -1.499 3.829
H 5.961 -1.519 3.401
O -1.895 8.783 -0.380
H -0.958 8.945 -0.535
H -1.948 7.823 -0.265
O 0.057 11.303 -0.717
H 0.154 12.258 -0.745
H -0.765 11.159 -0.233
O 2.994 2.043 5.639
H 2.702 1.882 4.733
H 2.804 1.218 6.094
O -9.648 -0.631 -0.097
H -9.407 -0.961 0.775
H -10.599 -0.499 -0.047
O -6.219 3.624 -3.941
H -6.402 4.511 -4.264
H -6.682 3.580 -3.093
O -2.232 0.689 -4.530
H -2.150 1.634 -4.689
H -2.980 0.423 -5.080
O 8.354 -7.617 -3.707
H 8.490 -6.668 -3.764
H 7.543 -7.710 -3.191
O 5.400 -5.220 -3.824
H 5.514 -4.274 -3.956
H 4.626 -5.441 -4.351
O -2.057 -3.582 -0.984
H -2.423 -2.958 -1.627
H -1.103 -3.471 -1.067
*
```

Atomic partial charges in e from the Mulliken method, atoms 1 to 8: -0.72 -0.36 0.56 -1.78 0.73 -1.33 -0.41 -0.09


2.
C30H66B2N2O25 as an isolated structure. Source: the OMol25 dataset; level of theory: the ωB97M-V functional and the def2-TZVPD basis.

Properties
**LUMO energy**: -0.43 eV
**Strongest force on any atom**: 12.851 eV Å⁻¹
**Frontier orbital gap**: 8.93 eV
**HOMO**: -0.344 Ha
**ΔE to the lowest compared entry with this formula, charge and spin**: 70.0 kcal per mole

The geometry in ORCA input format:
```
! RIJCOSX wB97M-V def2-TZVPD def2/J DEFGRID3
* xyz 0 1
C 0.693 -0.141 2.745
C 1.823 0.525 3.512
C 2.960 -0.311 4.028
C 2.523 -1.173 5.336
N 3.691 -1.922 6.004
C 2.981 -2.602 7.174
C 2.823 -1.528 8.292
C 3.890 -0.468 7.983
C 4.596 -0.946 6.688
C 4.418 -2.644 4.993
C 3.729 -3.752 4.144
C 4.745 -4.742 3.501
H 0.211 -1.064 3.219
H 1.054 -0.294 1.778
H 0.116 0.521 2.631
H 1.472 1.016 4.381
H 2.439 1.338 2.881
H 3.590 0.480 4.436
H 3.288 -0.803 3.264
H 1.678 -1.991 5.023
H 2.061 -0.454 6.116
H 3.663 -3.530 7.604
H 2.180 -3.031 6.661
H 3.091 -1.814 9.255
H 1.803 -1.275 8.234
H 4.555 -0.390 8.661
H 3.446 0.502 7.699
H 5.579 -1.433 7.189
H 5.054 -0.257 6.090
H 5.211 -3.094 5.609
H 4.968 -1.848 4.650
H 2.983 -3.363 3.528
H 3.136 -4.252 4.820
H 4.249 -5.649 2.864
H 5.426 -5.109 4.132
H 5.221 -4.338 2.616
C -4.002 8.592 -5.333
C -3.391 7.284 -5.017
C -4.334 6.353 -4.263
C -3.752 4.941 -3.890
N -4.532 4.116 -3.006
C -6.115 4.130 -3.164
C -6.719 5.058 -2.084
C -5.662 4.903 -1.023
C -4.374 4.519 -1.539
C -4.170 2.602 -3.114
C -2.588 2.276 -2.906
C -2.394 0.761 -3.247
H -4.437 9.150 -4.287
H -4.682 8.421 -6.243
H -3.160 9.353 -5.655
H -2.546 7.627 -4.370
H -2.994 6.918 -6.096
H -5.307 6.222 -4.885
H -4.766 7.022 -3.484
H -2.848 5.120 -3.494
H -3.769 4.366 -4.850
H -6.571 3.185 -3.057
H -6.489 4.720 -4.159
H -7.605 4.783 -1.683
H -6.634 6.156 -2.395
H -5.914 4.387 -0.156
H -5.568 5.617 -0.407
H -4.065 3.686 -1.007
H -3.565 5.240 -1.563
H -4.338 2.371 -4.096
H -4.523 2.046 -2.304
H -2.054 2.204 -1.873
H -2.059 2.829 -3.534
H -1.262 0.483 -3.040
H -2.194 0.694 -4.399
H -3.017 0.085 -2.698
O 0.564 -2.636 -5.577
C 0.753 -2.551 -4.375
O -0.161 -2.068 -3.587
B 0.313 -2.298 -2.263
O 1.708 -2.892 -2.426
C 1.846 -3.167 -3.633
O 2.833 -3.609 -4.034
O -0.569 -3.217 -1.564
C -0.980 -2.626 -0.587
O -1.854 -3.163 0.116
C -0.480 -1.321 -0.488
O 0.271 -1.033 -1.358
O -1.191 -0.462 0.098
O 4.763 1.095 -1.801
C 4.566 0.132 -0.997
O 3.943 -0.891 -1.341
B 3.911 -1.622 -0.050
O 4.538 -0.753 0.975
C 4.850 0.233 0.346
O 5.193 1.249 0.940
O 4.499 -3.043 -0.185
C 3.535 -3.835 -0.037
O 3.706 -4.994 -0.109
C 2.335 -3.173 0.434
O 2.481 -2.012 0.324
O 1.407 -3.757 1.011
O 5.379 -3.827 -2.934
H 4.554 -3.786 -3.174
H 5.545 -3.363 -2.066
O -4.225 -3.169 -1.876
H -3.696 -3.834 -1.676
H -4.110 -2.622 -1.213
O -3.003 -0.405 2.224
H -2.285 -0.714 1.642
H -3.146 -1.171 2.850
O -1.128 -1.126 -7.129
H -0.474 -1.686 -6.717
H -0.731 -0.295 -6.951
O 2.183 -4.201 -7.218
H 2.840 -3.905 -6.702
H 1.563 -3.547 -6.958
O 1.304 1.698 -0.280
H 1.368 0.790 -0.696
H 1.540 2.123 -1.127
O -3.208 -4.166 2.370
H -3.124 -3.818 3.214
H -2.658 -3.751 1.747
O -3.371 2.218 0.942
H -3.150 1.283 1.304
H -3.892 2.553 1.526
O -0.185 -6.080 -0.104
H 0.712 -5.915 0.364
H -0.324 -5.255 -0.611
*
```

Atomic partial charges in e from the Mulliken method, atoms 1 to 8: -1.34 -1.19 -0.14 -0.62 0.29 -0.62 -0.82 -0.97


3.
C12H4Cl4N2O2S5Sr as an isolated structure. Source: the OMol25 dataset; level of theory: the ωB97M-V functional and the def2-TZVPD basis.

Properties
**LUMO energy**: 4.22 eV
**Strongest force on any atom**: 0.108 eV Å⁻¹
**Frontier orbital gap**: 5.77 eV
**HOMO**: -0.057 Ha
**ΔE to the lowest compared entry with this formula, charge and spin**: 0.0 kcal per mole

The geometry in ORCA input format:
```
! RIJCOSX wB97M-V def2-TZVPD def2/J DEFGRID3
* xyz -2 1
Sr -0.471 1.187 1.024
Cl 5.191 5.019 -1.503
C 4.209 3.696 -0.939
C 4.766 2.452 -0.743
Cl 6.455 2.177 -1.060
C 3.954 1.403 -0.279
Cl 4.634 -0.185 -0.023
C 2.595 1.562 0.001
O 1.844 0.609 0.445
C 1.999 2.873 -0.228
O 0.738 3.031 0.009
C 2.840 3.893 -0.681
Cl 2.122 5.460 -0.934
S -5.081 -3.732 4.069
C -4.244 -2.380 3.543
S -2.893 -1.703 4.339
C -2.588 -0.319 3.297
C -3.416 -0.230 2.220
S -3.447 0.906 0.893
S -4.631 -1.499 2.128
S -1.269 0.705 3.815
N 0.537 -3.364 0.680
C -0.820 -3.615 0.712
C -1.414 -2.400 0.574
N -0.453 -1.421 0.464
C 0.707 -2.030 0.533
H 1.273 -4.037 0.782
H -1.225 -4.602 0.848
H -2.463 -2.157 0.559
H 1.661 -1.521 0.484
*
```

Atomic partial charges in e from the Mulliken method, atoms 1 to 8: 1.65 -0.25 0.12 0.11 -0.25 0.14 -0.26 0.11


4.
A 2-piece molecular cluster, C6H15NO overall. Source: the OMol25 dataset; level of theory: the ωB97M-V functional and the def2-TZVPD basis.

Properties
**LUMO energy**: 0.89 eV
**Strongest force on any atom**: 2.121 eV Å⁻¹
**Frontier orbital gap**: 9.48 eV
**SMILES**: C/C=C/O.CCNC
**HOMO**: -0.316 Ha
**ΔE to the lowest compared entry with this formula, charge and spin**: 57.5 kcal per mole

The geometry in ORCA input format:
```
! RIJCOSX wB97M-V def2-TZVPD def2/J DEFGRID3
* xyz 0 1
C 2.470 0.886 -1.832
C 2.143 1.646 -0.554
C 2.432 1.152 0.671
O 2.137 1.822 1.872
H 3.043 1.556 -2.505
H 3.046 -0.011 -1.496
H 1.521 0.511 -2.269
H 1.569 2.576 -0.500
H 2.900 0.170 0.774
H 2.465 1.442 2.684
C -2.892 -1.873 -0.913
C -2.021 -1.556 0.327
N -1.350 -0.278 0.081
C -0.665 0.213 1.268
H -3.672 -2.632 -0.773
H -2.214 -2.185 -1.733
H -3.434 -0.956 -1.283
H -1.339 -2.401 0.390
H -2.627 -1.515 1.207
H -2.040 0.386 -0.275
H -0.304 1.262 1.196
H -1.377 0.216 2.114
H 0.210 -0.430 1.549
*
```

Atomic partial charges in e from the Mulliken method, atoms 1 to 8: -0.93 0.14 -0.43 -0.50 0.30 0.28 0.23 0.32


5.
C14H11F7MnNO4Sb as an isolated structure. Source: the OMol25 dataset; level of theory: the ωB97M-V functional and the def2-TZVPD basis.

Properties
**LUMO energy (alpha / beta)**: 1.69 / 2.46 eV
**<S²>**: 6.27
**Strongest force on any atom**: 0.386 eV Å⁻¹
**Frontier orbital gap (alpha / beta)**: 7.35 / 8.34 eV
**HOMO (alpha / beta)**: -0.208 / -0.216 Ha
**ΔE to the lowest compared entry with this formula, charge and spin**: 0.0 kcal per mole

The geometry in ORCA input format:
```
! RIJCOSX wB97M-V def2-TZVPD def2/J DEFGRID3
* xyz -1 5
Mn 0.391 0.287 0.077
O 0.830 1.521 3.780
C 0.720 1.353 2.588
O 0.548 0.183 2.016
C 0.760 2.556 1.583
O 0.919 3.689 1.970
O 0.583 2.206 0.329
C -4.535 0.150 -0.270
C -3.866 -1.000 0.116
C -2.486 -0.966 0.192
N -1.782 0.126 -0.095
C -2.427 1.237 -0.463
C -3.805 1.288 -0.561
H -5.614 0.154 -0.345
H -4.395 -1.912 0.354
H -1.914 -1.838 0.484
H -1.806 2.097 -0.682
H -4.285 2.205 -0.872
F 0.247 0.481 -2.037
Sb -0.421 0.054 -3.834
F -2.106 -0.328 -3.068
F -0.918 1.860 -4.008
F -1.035 -0.372 -5.560
F 1.313 0.421 -4.468
F 0.096 -1.737 -3.491
F 6.111 0.442 -0.846
C 4.880 -0.088 -0.663
C 4.427 -0.279 0.627
C 3.168 -0.825 0.809
C 2.369 -1.193 -0.289
C 0.991 -1.666 -0.082
C 2.869 -0.960 -1.582
C 4.125 -0.411 -1.773
H 5.046 0.013 1.463
H 2.776 -0.956 1.809
H 0.795 -2.146 0.872
H 0.522 -2.137 -0.942
H 2.261 -1.212 -2.440
H 4.513 -0.223 -2.764
*
```

Atomic partial charges in e from the Mulliken method, atoms 1 to 8: 0.82 -0.65 0.65 -0.61 0.65 -0.64 -0.67 -0.08


6.
C8H48B2O40 as an isolated structure. Source: the OMol25 dataset; level of theory: the ωB97M-V functional and the def2-TZVPD basis.

Properties
**LUMO energy**: 3.62 eV
**Strongest force on any atom**: 8.042 eV Å⁻¹
**Frontier orbital gap**: 9.40 eV
**HOMO**: -0.213 Ha
**ΔE to the lowest compared entry with this formula, charge and spin**: 29.1 kcal per mole

The geometry in ORCA input format:
```
! RIJCOSX wB97M-V def2-TZVPD def2/J DEFGRID3
* xyz -2 1
O 1.419 3.116 -3.126
C 0.948 3.929 -2.303
O 1.675 4.721 -1.638
B 0.975 4.897 -0.374
O -0.338 4.269 -0.589
C -0.324 3.726 -1.690
O -1.288 3.190 -2.132
O 0.897 6.336 -0.069
C 1.388 6.443 1.056
O 1.483 7.494 1.656
C 1.720 5.160 1.595
O 1.701 4.256 0.767
O 2.506 5.014 2.517
O -3.045 -2.026 -1.338
C -2.276 -1.304 -0.735
O -1.057 -1.331 -0.950
B -0.430 -0.476 0.034
O -1.545 0.064 0.863
C -2.576 -0.511 0.393
O -3.698 -0.463 0.904
O 0.623 -1.178 0.827
C 1.576 -0.424 0.781
O 2.386 -0.528 1.670
C 1.474 0.615 -0.144
O 0.349 0.543 -0.682
O 2.202 1.553 -0.246
O -5.108 -1.727 -3.181
H -5.784 -2.401 -3.265
H -5.155 -1.505 -2.266
O 2.993 0.965 -3.066
H 2.188 1.413 -2.775
H 3.410 1.567 -3.597
O -1.565 0.748 -2.942
H -1.474 0.939 -3.840
H -1.541 1.555 -2.462
O 3.237 -3.585 0.298
H 4.005 -3.019 0.342
H 2.646 -3.340 1.006
O -0.329 -3.477 -3.199
H -1.248 -3.803 -3.161
H -0.443 -2.530 -3.167
O 4.229 -2.749 2.880
H 3.818 -2.666 3.746
H 4.279 -1.849 2.546
O 0.392 -4.511 -0.834
H 0.384 -5.378 -1.128
H 0.184 -3.966 -1.583
O 4.229 3.074 -1.388
H 4.738 2.921 -2.203
H 3.525 2.434 -1.399
O 0.502 -0.918 -3.251
H 1.128 -1.030 -2.562
H -0.183 -0.337 -2.877
O 2.818 -0.273 4.463
H 3.719 -0.616 4.536
H 2.659 -0.283 3.537
O 1.587 2.121 2.977
H 1.682 2.848 3.603
H 2.482 2.020 2.598
O -5.946 1.088 0.769
H -5.058 0.734 0.637
H -5.974 1.853 0.186
O 4.145 2.120 1.691
H 4.842 2.694 1.933
H 3.815 2.312 0.886
O -5.456 -3.471 0.407
H -4.649 -3.738 0.001
H -5.753 -2.809 -0.183
O 0.648 -4.100 1.782
H 0.531 -4.163 0.805
H 1.315 -4.737 1.926
O -2.573 -1.760 -4.144
H -2.152 -1.030 -3.706
H -3.466 -1.698 -3.755
O 5.181 -0.528 1.719
H 4.716 0.302 1.782
H 4.894 -0.804 0.850
O -3.033 0.808 3.588
H -2.101 0.705 3.363
H -3.274 1.603 3.120
O -0.804 2.689 1.890
H 0.148 2.515 1.930
H -1.070 2.190 1.166
O 0.585 -2.033 3.653
H 0.465 -2.456 2.806
H 1.364 -2.442 4.090
O -2.848 -4.475 -2.681
H -3.572 -4.641 -3.253
H -3.058 -3.648 -2.281
O 2.588 -1.897 -1.756
H 2.818 -2.276 -0.943
H 2.478 -2.623 -2.386
O -2.966 2.371 -0.160
H -2.767 3.250 -0.283
H -3.313 2.476 0.702
O -5.490 -1.221 3.005
H -4.928 -0.845 2.316
H -5.029 -2.041 3.090
*
```

Atomic partial charges in e from the Mulliken method, atoms 1 to 8: -0.75 0.35 -0.45 1.06 -0.54 1.08 -0.94 -0.63


7.
A 2-piece molecular cluster, H6N2 overall. Source: the OMol25 dataset; level of theory: the ωB97M-V functional and the def2-TZVPD basis.

Properties
**LUMO energy**: 1.12 eV
**Strongest force on any atom**: 0.515 eV Å⁻¹
**Frontier orbital gap**: 11.17 eV
**SMILES**: N.N
**HOMO**: -0.369 Ha
**ΔE to the lowest compared entry with this formula, charge and spin**: 2.4 kcal per mole

The geometry in ORCA input format:
```
! RIJCOSX wB97M-V def2-TZVPD def2/J DEFGRID3
* xyz 0 1
N 0.791 -2.195 -1.876
H 0.967 -2.066 -2.877
H -0.169 -2.542 -1.785
H 1.411 -2.947 -1.558
N -1.014 2.498 2.119
H -1.002 1.661 1.528
H -0.360 2.328 2.890
H -0.623 3.263 1.559
*
```

Population analysis type Mulliken, resulting atomic charges in e: -0.66 0.22 0.22 0.22 -0.66 0.23 0.22 0.22


8.
C25H18ClCuNO4P as an isolated structure. Source: the OMol25 dataset; level of theory: the ωB97M-V functional and the def2-TZVPD basis.

Properties
**LUMO energy**: -0.05 eV
**Strongest force on any atom**: 0.839 eV Å⁻¹
**Frontier orbital gap**: 8.50 eV
**HOMO**: -0.314 Ha

The geometry in ORCA input format:
```
! RIJCOSX wB97M-V def2-TZVPD def2/J DEFGRID3
* xyz 0 1
Cu 0.337 2.251 -0.741
Cl 0.568 2.045 -3.270
C -0.653 0.847 -3.637
C -0.761 0.475 -4.969
C -1.718 -0.459 -5.346
C -2.559 -1.025 -4.386
C -2.434 -0.643 -3.066
C -1.477 0.293 -2.650
P -1.274 0.741 -0.894
C -0.327 -0.628 -0.177
C 0.110 -0.468 1.142
C 0.727 -1.520 1.807
C 0.994 -2.699 1.104
C 0.632 -2.819 -0.237
C -0.054 -1.791 -0.871
C -2.960 0.443 -0.280
C -4.017 1.182 -0.826
C -5.329 0.879 -0.531
C -5.619 -0.151 0.352
C -4.601 -0.882 0.935
C -3.277 -0.584 0.617
H -0.107 0.917 -5.709
H -1.795 -0.757 -6.382
H -3.283 -1.777 -4.663
H -3.085 -1.073 -2.310
H -0.076 0.463 1.667
H 1.018 -1.416 2.844
H 1.480 -3.514 1.633
H 0.867 -3.725 -0.771
H -0.381 -1.917 -1.886
H -3.799 1.992 -1.512
H -6.120 1.437 -1.000
H -6.650 -0.407 0.559
H -4.850 -1.707 1.593
H -2.495 -1.172 1.062
O 2.510 1.405 -0.628
C 2.460 1.923 0.512
O 1.542 2.719 0.855
C 3.491 1.495 1.527
C 4.763 1.112 1.093
C 5.670 0.652 2.017
C 5.296 0.530 3.352
C 4.005 0.834 3.728
C 3.091 1.353 2.839
N 3.563 0.621 5.127
O 2.368 0.559 5.333
O 4.443 0.528 5.970
H 4.986 1.212 0.035
H 6.697 0.408 1.767
H 5.977 0.163 4.108
H 2.107 1.655 3.161
*
```

Atomic partial charges in e from the Mulliken method, atoms 1 to 8: -0.78 -0.21 0.45 -0.65 -0.43 -0.82 0.16 -0.66